No. 1
DFT (ωB97M-V/def2-TZVPD) results for C37H41IN3O2PSe2W as an isolated structure.

```
88
Properties=species:S:1:pos:R:3
W 0.29443 0.04862 0.28750
I 0.84452 -2.06168 2.05829
Se -2.35546 0.60057 0.01890
Se -0.40841 0.90957 2.73489
P -0.84555 -1.94908 -0.80224
O -3.36884 3.67897 0.61968
O -3.19363 0.78465 4.57421
N 2.56493 1.32077 2.05135
N 0.70516 2.38237 0.11835
N 1.91135 -0.13915 -0.33796
C 5.12895 2.31617 2.20608
C -3.39826 0.88023 1.64948
C -4.58534 -4.01559 0.88254
C 4.23585 -0.75064 0.07124
C 0.46261 -3.49019 -2.77079
C 3.58464 0.74104 -1.85107
C 1.13259 -4.61377 -3.23679
C -3.83659 3.35231 1.92773
C -1.47342 -0.02052 -4.39302
C -1.10039 -0.89918 -2.21731
C -3.67578 1.92396 3.89045
C 4.72670 1.29058 3.04487
C 3.16784 -0.44894 -0.97873
C -0.05500 1.15986 -2.81623
C -0.31945 0.19691 -1.83836
C 2.96483 -1.67449 -1.86620
C -0.24669 3.10964 -0.47691
C -0.14485 4.46679 -0.73219
C -1.69834 -1.02213 -3.46543
C 2.91551 2.35282 1.30132
C 0.99824 -5.59504 -1.05188
C 1.83389 3.02724 0.51523
C -4.17344 -4.26052 -0.41879
C -1.60398 2.45706 2.54771
C 0.06132 -3.40502 -1.44128
C -3.10219 2.13171 2.47758
C -3.85730 -3.15636 1.69481
C 1.98384 4.39139 0.29729
C 3.43355 0.80673 2.90910
C 1.41097 -5.66297 -2.37609
C -2.72627 -2.52632 1.20185
C 4.21718 2.85793 1.31374
C -2.31155 -2.76572 -0.10536
C 0.99794 5.12437 -0.34332
C -0.63512 1.04593 -4.07192
C -3.03044 -3.64584 -0.90905
C 0.31901 -4.48052 -0.58910
H -0.97343 4.96985 -1.20871
H 5.11577 -1.16104 -0.42827
H -4.73539 -4.93644 -1.05000
H -0.43282 1.80405 -4.81952
H -2.29604 0.58088 4.26582
H -1.31173 3.00802 1.65852
H 1.19887 -6.41720 -0.37742
H -2.30974 -1.88295 -3.70798
H 4.53564 0.52436 -2.34116
H 5.40671 0.85475 3.76383
H 4.53695 0.14853 0.60344
H -4.91019 3.13149 1.90039
H -2.69563 -3.85920 -1.91772
H 2.65743 -2.53860 -1.27597
H 6.14277 2.69291 2.24212
H -4.04143 4.21318 0.18923
H -2.16200 -1.84781 1.82901
H -4.17335 -2.96703 2.71246
H -5.47438 -4.49852 1.26786
H 1.93769 -6.53726 -2.73634
H 3.07654 -0.03221 3.49752
H 4.52565 3.64589 0.64155
H 1.43537 -4.65835 -4.27484
H -4.76313 1.80644 3.82635
H 3.70380 1.64326 -1.25088
H -4.43637 0.90226 1.30752
H -0.01810 -4.44809 0.43789
H -3.47867 2.82727 4.48432
H -1.41590 3.10066 3.41121
H -1.92674 -0.07462 -5.37413
H 1.12299 6.18704 -0.50446
H 3.90037 -1.91524 -2.37573
H 2.20045 -1.47343 -2.61614
H 2.83102 0.92520 -2.61787
H 0.26652 -2.67635 -3.45570
H -3.67923 4.20153 2.60577
H 2.86110 4.89098 0.67626
H 0.59606 2.00195 -2.61466
H -1.15225 2.57742 -0.73576
H 3.86603 -1.48286 0.78956
H -3.28082 -0.00524 2.26839
```

The total energy is -7258.32021 hartree. For the energy above the lowest of the compared OMol25 structures with the same formula, charge and spin, the calculation gives 54.0 kJ/mol. As for the net charge: 0.

=====

No. 2
DFT (ωB97M-V/def2-TZVPD) results for C27H35F6N2O7STi as an isolated structure.

```
79
Properties=species:S:1:pos:R:3
Ti -0.06780 0.11828 0.13416
S 2.01909 -2.00948 1.27653
F -0.82044 1.41099 -3.47649
F -0.35400 -0.53704 -4.27581
F 2.87939 1.97316 -3.52117
F 2.77200 1.55437 -1.40652
F 1.24450 2.76205 -2.34984
F 0.72068 1.20217 -4.98241
O -5.52712 5.72216 -0.38544
O 0.56206 -0.00160 -1.65951
O -3.69087 6.66835 0.21061
O 0.41279 1.94066 0.34858
O -0.68818 -1.72543 0.13713
O 1.92095 -0.70784 0.50976
O -1.86142 0.71631 -0.08230
N -2.58668 -2.20897 2.72901
N -4.34717 5.68818 -0.08749
C -0.14243 0.12731 2.38129
C 2.02879 1.69237 -2.51174
C 2.21553 -0.69068 -3.23795
C -2.50849 -0.68471 2.51011
C -4.40825 3.25353 -0.46190
C 4.06104 -3.55309 0.36790
C 0.96435 0.61433 3.09277
C -1.07878 -2.48858 -0.98155
C -3.76447 2.03208 -0.46208
C -1.29954 -0.07919 3.15252
C -1.44866 -3.89580 -0.52504
C -2.22945 -1.86041 -1.75409
C -2.33904 4.32569 0.20742
C 0.93968 0.86502 4.45808
C -3.48904 -2.56123 3.85056
C 3.60972 -1.95519 2.13469
C -3.67354 4.38532 -0.11067
C 2.59100 -3.25240 0.07548
C -1.66416 3.09235 0.19532
C -0.23139 0.67626 5.18169
C 1.23218 0.38870 -2.77548
C 0.18467 0.63474 -3.88677
C -1.26161 -2.87461 2.89550
C -1.35452 0.21500 4.51822
C 4.26681 -3.30123 1.86334
C -0.27665 3.03498 0.46570
C -2.41436 1.92037 -0.12179
H -4.47625 -2.14603 3.66497
H -0.82334 -2.53788 3.83098
H -2.28852 0.10309 5.06258
H 5.32041 -3.28522 2.14096
H -1.97667 -0.85855 -2.08836
H -5.45077 3.34902 -0.72273
H -0.21990 -2.58422 -1.66669
H -3.44404 -0.29440 2.91095
H -3.54745 -3.64362 3.94186
H 1.82490 1.24309 4.95691
H -1.43714 -3.94950 2.91399
H 3.43767 -1.71479 3.18152
H -1.80769 5.23410 0.45464
H -0.27257 0.90813 6.23823
H 0.26269 3.93584 0.74788
H 1.95146 -4.12713 0.19612
H -0.64335 -2.59011 2.04741
H -0.64863 -4.33963 0.07026
H 2.39625 -2.80752 -0.90004
H -1.64896 -4.54537 -1.37948
H -3.11616 -1.79082 -1.11529
H 4.69871 -2.87840 -0.20592
H 4.31882 -4.57268 0.08311
H 2.98926 -0.79485 -2.47763
H 1.87731 0.83463 2.54708
H -2.48071 -0.54419 1.43523
H -3.07276 -2.13576 4.76049
H 3.78629 -4.08885 2.45006
H -2.36562 -3.88290 0.07836
H -2.47577 -2.46856 -2.62756
H 4.15319 -1.13782 1.65555
H 1.66743 -1.62725 -3.32239
H -4.29443 1.12591 -0.72782
H -2.97711 -2.57898 1.86327
H 2.67949 -0.45060 -4.19308
```

Its expectation value of S² is 0.7811. The total energy is -3532.90084 hartree. For the energy above the lowest of the compared OMol25 structures with the same formula, charge and spin, the calculation gives 33.7 kJ/mol. As for the net charge: 0. The spin multiplicity is 2.

=====

No. 3
DFT (ωB97M-V/def2-TZVPD) results for one molecule with the formula C5H8P4 at a distorted geometry.

```
17
Properties=species:S:1:pos:R:3
P -1.29209 0.33829 2.57535
P -1.38760 -2.31583 1.01523
P 1.88496 1.12897 -0.62578
P 0.26558 -1.45797 -1.35152
C 0.54928 2.14303 0.00373
C -1.77541 -1.26160 2.44998
C -0.49325 -0.85976 0.26660
C -0.52204 0.28312 0.90750
C 1.06184 0.08861 -1.92044
H -2.02524 -1.97614 3.30951
H 0.32361 0.68499 -2.53701
H 1.33312 -1.70179 -0.52472
H 1.80538 -0.20615 -2.88054
H 0.61936 2.38000 1.02709
H 2.43362 2.10894 -1.49302
H -0.22165 2.48810 -0.79169
H -2.55946 -1.86480 0.56976
```

The total energy is -1560.50636 hartree. For the energy above the lowest of the compared OMol25 structures with the same formula, charge and spin, the calculation gives 285.8 kJ/mol. As for the net charge: 0.

=====

No. 4
DFT (ωB97M-V/def2-TZVPD) results for C34H53As2N7O8PPd as an isolated structure.

```
106
Properties=species:S:1:pos:R:3
Pd 0.56605 -0.61019 -0.38228
As 0.54401 -0.73124 2.22231
As -2.82059 -1.44515 3.61765
P 0.65015 2.70807 -1.35809
O -2.51457 -4.48265 1.30454
O -2.51252 -4.72195 3.54725
O -1.41342 -0.25324 0.07802
O 0.45589 1.30303 4.49840
O 0.94465 -3.07870 0.34924
O -1.77626 1.45838 4.77758
O -3.53012 -0.54780 0.44910
O 0.37572 -4.69441 1.79347
N -2.28422 -2.37006 -2.05395
N 0.78450 1.10275 -1.45502
N 1.30663 -3.77161 -3.20095
N -1.06816 -4.02076 -3.08890
N 0.24228 -5.57947 -4.12709
N -0.01497 -2.09087 -2.19351
N 2.35496 -1.05330 -1.12835
C 0.36192 -3.45005 1.35905
C -1.34781 4.77812 -1.26422
C -2.31195 -0.28235 0.97085
C 2.39545 -1.92397 -2.15225
C 2.15931 2.31319 -3.72091
C -0.83237 1.04198 4.14783
C -2.12361 2.42541 -1.52240
C -2.23334 -4.08889 2.40711
C 0.59759 2.06784 5.70039
C -1.10334 -2.84793 -2.45483
C 0.14507 -4.41734 -3.46379
C -3.22095 -5.96861 3.42692
C 1.00489 3.16230 -3.15768
C 1.77661 -1.15818 3.66310
C 3.58481 -2.18303 -2.80926
C 3.33340 3.19718 -0.89496
C 4.74158 -1.54115 -2.40151
C 1.34038 4.64578 -3.34756
C -4.68232 0.11283 0.99579
C 3.46680 -0.44647 -0.71858
C 2.00004 2.64996 1.09751
C 0.94340 -5.66118 0.88867
C -0.39628 -2.48116 2.19484
C -0.23355 2.83365 -4.00583
C -1.21101 3.17814 0.65042
C -0.91022 0.28510 2.90294
C 1.13441 -2.64021 -2.54929
C -1.60677 -2.75504 2.68106
C 4.68548 -0.66593 -1.33055
C -1.05476 3.32457 -0.87468
C -2.16674 -0.09184 2.36011
C 1.96737 3.43166 -0.23023
C 1.82397 4.92635 0.06969
C -4.47821 -2.17864 2.86386
H 4.10975 3.34106 -0.14103
H -1.44582 4.90617 -2.34087
H 2.17798 2.46205 -4.80284
H -4.42443 -2.36507 1.79373
H -5.53134 -0.54231 0.82274
H -3.78449 -6.08240 4.34793
H 3.13029 2.61275 -3.33681
H 0.58341 5.31177 -2.93839
H 1.18888 -1.43788 4.53506
H 1.39271 4.83720 -4.42228
H -0.68293 3.95342 1.19984
H -0.88688 2.20605 1.02095
H -1.86617 1.37109 -1.47064
H -3.08936 -2.96674 -2.13070
H -0.59632 -6.06455 -4.39127
H 2.30631 4.91730 -2.92630
H 0.09749 3.02971 5.60342
H 3.42769 2.18658 -1.28810
H 0.94304 5.14926 0.66507
H 1.80446 5.54412 -0.82695
H 2.40516 -0.30277 3.89030
H -1.05849 3.51760 -3.82233
H 0.17129 1.53259 6.54686
H 0.42331 -5.61841 -0.06663
H -4.56018 0.30544 2.05964
H 1.66685 2.20586 5.83542
H 2.92941 2.90065 1.61363
H -2.49940 -6.77721 3.32719
H 3.35741 0.23485 0.11378
H -2.27038 3.27712 0.89753
H -4.82650 1.05258 0.46257
H -5.28132 -1.47778 3.08678
H 3.53278 3.90107 -1.70081
H -0.60584 5.48483 -0.90040
H 0.79445 -6.62258 1.36782
H 5.67727 -1.72818 -2.91029
H -2.31817 -1.55298 -1.45920
H 0.04931 2.94520 -5.05437
H 1.99018 1.56973 0.93033
H 2.01432 1.25342 -3.52227
H 5.56366 -0.15342 -0.96575
H -3.05575 2.57362 -0.97334
H 2.00271 -5.45965 0.74350
H -0.57632 1.81109 -3.85419
H -3.88075 -5.95100 2.56378
H 3.57457 -2.89469 -3.62070
H -2.30610 5.05919 -0.81982
H 2.38811 -1.99845 3.33414
H 1.13637 -5.87855 -4.46956
H 1.18137 2.89258 1.76685
H -4.68632 -3.10638 3.39527
H -2.31895 2.68860 -2.55755
H 2.69237 5.23352 0.65830
```

Its expectation value of S² is 2.1568. The total energy is -7253.11741 hartree. For the energy above the lowest of the compared OMol25 structures with the same formula, charge and spin, the calculation gives 203.8 kJ/mol. As for the net charge: +1. The spin multiplicity is 3.